Record 1
C30H57BIrO2P2 | ωB97M-V with the def2-TZVPD basis set

Geometry as XYZ:
```
93
C30H57BIrO2P2 ωB97M-V with the def2-TZVPD basis set
Ir 1.170 -0.217 -1.142
C 0.017 -3.160 0.301
C 1.256 -3.612 -0.276
C 1.608 -1.404 0.535
C 0.248 -1.971 0.966
C 2.250 -2.674 -0.044
C -1.261 -3.936 0.291
H -1.475 -4.307 -0.725
H -2.108 -3.301 0.603
H -1.212 -4.807 0.969
C -0.553 -1.541 2.130
H -1.586 -1.315 1.824
H -0.117 -0.654 2.605
H -0.617 -2.324 2.915
C 2.448 -0.832 1.628
H 2.756 -1.690 2.239
H 1.893 -0.150 2.264
H 3.336 -0.314 1.246
C 3.700 -2.976 -0.028
H 3.865 -3.968 0.432
H 4.268 -2.253 0.569
H 4.145 -3.019 -1.039
C 1.441 -4.960 -0.865
H 1.454 -5.708 -0.048
H 2.397 -5.036 -1.417
H 0.606 -5.218 -1.543
C -0.513 0.456 -2.183
C -0.618 -0.930 -1.774
C -0.428 -2.065 -2.755
C 1.058 -2.303 -3.125
C 2.044 -1.300 -2.544
C 2.063 0.058 -3.073
C 1.093 0.514 -4.129
C -0.355 0.778 -3.652
H -1.003 -1.916 -3.675
H 1.196 -2.300 -4.218
H -0.826 -2.986 -2.304
H -1.103 0.237 -4.255
H -1.210 1.091 -1.608
H -1.405 -1.085 -1.023
H -0.622 1.825 -3.816
H 1.432 1.437 -4.603
H 3.066 0.519 -3.153
H 1.068 -0.220 -4.930
H 1.348 -3.286 -2.781
H 3.055 -1.650 -2.270
P -3.589 -0.102 -0.773
C -4.245 -0.226 0.911
H -5.252 0.215 0.940
H -3.557 0.334 1.564
H -4.269 -1.283 1.229
C -3.740 1.665 -1.152
H -4.719 2.041 -0.825
H -3.611 1.832 -2.232
H -2.943 2.193 -0.608
C -4.650 -1.025 -1.911
H -4.405 -0.731 -2.941
H -5.696 -0.820 -1.672
H -4.430 -2.097 -1.795
P 2.203 1.896 -0.885
C 3.973 1.374 -0.895
H 4.553 1.901 -1.664
H 4.062 0.291 -1.067
H 4.392 1.597 0.099
C 1.660 3.068 -2.199
H 1.863 2.722 -3.219
H 2.113 4.061 -2.076
H 0.572 3.193 -2.092
C 2.190 3.155 0.416
H 2.947 3.930 0.186
H 2.412 2.716 1.391
H 1.214 3.654 0.444
C -2.367 1.173 3.635
C -1.559 2.127 2.775
C -2.307 3.429 2.565
O -1.449 1.534 1.424
B -0.125 1.273 1.113
O 0.683 1.550 2.186
C -0.044 2.247 3.242
C 0.498 3.669 3.241
C 0.343 1.558 4.541
H -1.993 0.144 3.578
H -3.419 1.190 3.346
H -2.337 1.490 4.685
H -3.324 3.222 2.232
H -2.383 3.978 3.501
H -1.814 4.061 1.828
H 0.025 4.249 4.034
H 1.574 3.651 3.439
H 0.319 4.176 2.289
H 0.053 0.496 4.573
H 1.433 1.634 4.684
H -0.122 2.068 5.395
```

As for the charge: +2. As for the multiplicity: 6. For the orbital gap (alpha / beta), the calculation gives 0.232 / 0.158 Ha. Its total energy is -2138.946427 hartree. As for the relative energy (zero: lowest compared OMol25 entry of this formula, charge and spin): 0.0 kcal per mole.

These are the Löwdin partial charges, in e, on atoms 1 to 6: Ir 1.29; C -0.20; C -0.21; C -0.41; C -0.16; C -0.18

=====

Record 2
C4H11N2O | ωB97M-V with the def2-TZVPD basis set

Geometry as XYZ:
```
18
C4H11N2O ωB97M-V with the def2-TZVPD basis set
N 1.015 1.303 -2.559
C 0.455 1.498 -1.216
N 0.679 0.418 -0.329
C -0.315 -0.645 -0.253
C -1.036 -0.691 1.103
C -0.158 -1.221 2.265
O -0.810 -1.400 3.420
H 0.324 1.092 -3.256
H 1.737 0.619 -2.579
H -0.621 1.699 -1.368
H 0.783 2.464 -0.844
H 1.122 0.635 0.547
H 0.217 -1.582 -0.427
H -1.083 -0.487 -1.016
H -1.410 0.319 1.315
H -1.913 -1.342 1.008
H 0.295 -2.166 1.843
H 0.719 -0.512 2.346
```

As for the charge: -1. For the orbital gap, the calculation gives 0.221 Ha. Its total energy is -343.721942 hartree. As for the relative energy (zero: lowest compared OMol25 entry of this formula, charge and spin): 30.9 kcal per mole. Its SMILES is NCNCCC[O-].

These are the Löwdin partial charges, in e, on atoms 1 to 6: N -0.01; C -0.36; N -0.08; C -0.26; C -0.22; C -0.59

=====

Record 3
C5H13NO | ωB97M-V with the def2-TZVPD basis set

Geometry as XYZ:
```
20
C5H13NO ωB97M-V with the def2-TZVPD basis set
C 0.803 1.450 0.321
C 1.059 -0.054 0.416
C 1.774 -0.576 -0.832
C -0.190 -0.887 0.763
C -1.493 -0.682 -0.038
N -2.276 0.376 0.554
O -1.312 -0.538 -1.432
H 1.753 1.979 0.260
H 0.278 1.804 1.206
H 0.228 1.718 -0.564
H 1.747 -0.201 1.259
H 2.661 0.021 -1.031
H 2.085 -1.607 -0.680
H 1.136 -0.549 -1.711
H -0.463 -0.700 1.803
H 0.092 -1.937 0.676
H -2.090 -1.599 0.055
H -3.179 0.445 0.099
H -1.810 1.272 0.471
H -0.804 0.265 -1.595
```

For the orbital gap, the calculation gives 0.386 Ha. Its total energy is -328.299753 hartree. As for the relative energy (zero: lowest compared OMol25 entry of this formula, charge and spin): 12.0 kcal per mole. Its SMILES is CC(C)C[C@@H](N)O.

These are the Löwdin partial charges, in e, on atoms 1 to 6: C -0.08; C -0.42; C -0.08; C -0.12; C -0.47; N 0.06

=====

Record 4
H6N4O2 | ωB97M-V with the def2-TZVPD basis set

Geometry as XYZ:
```
12
H6N4O2 ωB97M-V with the def2-TZVPD basis set
N 1.277 -0.062 -1.847
O 1.552 0.730 -0.743
N 0.925 0.329 0.488
N -0.395 0.575 0.521
N -0.892 0.467 1.778
O -1.136 -0.522 -0.432
H 1.708 -0.979 -1.725
H 0.245 -0.186 -1.939
H 1.202 -0.632 0.727
H -1.859 0.765 1.798
H -0.768 -0.445 2.218
H -1.859 -0.040 -0.844
```

For the orbital gap, the calculation gives 0.390 Ha. Its total energy is -372.872360 hartree. As for the relative energy (zero: lowest compared OMol25 entry of this formula, charge and spin): 49.9 kcal per mole. Its SMILES is NONN(N)O.

These are the Löwdin partial charges, in e, on atoms 1 to 6: N 0.00; O -0.18; N -0.05; N -0.20; N 0.05; O -0.14

=====

Record 5
C9H11AlClF3NO4S | ωB97M-V with the def2-TZVPD basis set

Geometry as XYZ:
```
31
C9H11AlClF3NO4S ωB97M-V with the def2-TZVPD basis set
C 0.385 3.913 0.375
C -0.764 3.649 0.613
C -2.142 3.267 0.947
Al -2.098 1.238 1.202
F -1.687 0.924 2.885
C -3.881 0.350 0.819
C -4.952 1.414 0.774
O -5.132 2.174 1.655
Cl -5.999 1.435 -0.725
N -0.627 0.587 0.129
C -0.879 0.592 -1.227
O -0.129 0.228 -2.069
F -2.073 1.115 -1.577
C -0.107 -0.637 0.560
O 1.055 -0.822 0.691
F -0.932 -1.673 0.812
H 1.419 3.748 0.184
H -2.799 3.441 0.086
H -2.487 3.762 1.856
H -3.843 -0.218 -0.116
H -4.173 -0.308 1.648
C 3.779 -1.606 -1.374
S 4.830 -2.463 -0.196
O 6.228 -2.393 -0.709
C 4.208 -4.112 -0.560
H 4.027 -0.547 -1.344
H 3.956 -1.996 -2.377
H 2.734 -1.740 -1.093
H 4.357 -4.339 -1.616
H 3.149 -4.163 -0.308
H 4.761 -4.826 0.048
```

As for the charge: -1. For the orbital gap, the calculation gives 0.310 Ha. Its total energy is -2105.856145 hartree.

These are the Löwdin partial charges, in e, on atoms 1 to 6: C 0.05; C -0.27; C -0.20; Al 0.27; F -0.22; C -0.17

=====

Record 6
C9H19N6PdS2 | ωB97M-V with the def2-TZVPD basis set

Geometry as XYZ:
```
37
C9H19N6PdS2 ωB97M-V with the def2-TZVPD basis set
Pd 1.337 -0.300 1.068
N 3.426 0.438 1.075
C 4.214 -0.024 -0.087
C 4.437 -1.528 -0.073
C 3.205 -2.369 -0.371
N 2.237 -2.334 0.754
H 3.309 1.446 1.030
H 3.912 0.239 1.945
H 5.177 0.492 -0.117
H 3.661 0.263 -0.983
H 4.868 -1.833 0.889
H 5.194 -1.763 -0.822
H 3.508 -3.398 -0.577
H 2.700 -1.986 -1.258
H 2.734 -2.572 1.609
H 1.539 -3.061 0.635
S 0.608 1.231 -0.698
C -0.338 1.999 0.524
S -0.112 1.228 2.070
C -1.227 3.011 0.307
C -2.059 3.472 1.373
N -2.723 3.773 2.264
C -1.419 3.535 -1.007
N -1.602 3.955 -2.063
N -4.520 -1.505 -0.743
C -4.377 -0.121 -1.202
C -2.943 0.323 -0.947
N -2.617 -0.043 0.470
H -5.474 -1.713 -0.481
H -3.111 -0.942 0.617
H -4.259 -2.165 -1.465
H -5.061 0.508 -0.629
H -4.609 0.032 -2.257
H -2.800 1.389 -1.087
H -2.233 -0.205 -1.580
H -1.607 -0.122 0.685
H -2.975 0.650 1.131
```

As for the charge: +1. As for the multiplicity: 3. For the orbital gap (alpha / beta), the calculation gives 0.298 / 0.249 Ha. Its total energy is -1606.894226 hartree. As for the relative energy (zero: lowest compared OMol25 entry of this formula, charge and spin): 0.0 kcal per mole.

These are the Löwdin partial charges, in e, on atoms 1 to 6: Pd 0.47; N -0.06; C -0.24; C -0.19; C -0.24; N -0.07

=====

no.,strongest force on any atom (eV Å⁻¹)
1,3.39
2,1.02
3,0.57
4,1.86
5,3.19
6,0.49